C47H38CsN7P2STe as an isolated structure in a non-equilibrium geometry, computed with ωB97M-V with the def2-TZVPD basis set.

E: -3566.13554 Eh
E_HOMO: -5.43 eV
Energy relative to the best compared isomer or geometry (same formula, charge and spin): 81.43 kJ/mol
E_LUMO: -1.099 eV

Last column: Mulliken charge in e.
Atoms and positions in Å:
Cs: -0.71444 0.71117 -0.58873  2.05
C: -3.17709 -3.52108 -0.21470  -0.73
C: -2.00756 -2.78317 -0.19625  0.05
N: -1.85372 -1.70812 0.56893  0.57
C: -2.89076 -1.35597 1.33799  0.08
C: -4.08679 -2.07743 1.26454  -0.75
N: -4.23131 -3.15273 0.50842  -0.61
C: -2.74203 -0.19268 2.24148  -0.19
C: -3.50137 -0.11411 3.40161  -1.09
C: -3.41696 1.01050 4.21814  1.02
C: -2.49777 1.98167 3.83275  -0.80
C: -1.71412 1.80072 2.70050  -0.11
N: -1.85433 0.74086 1.89813  0.42
C: -0.66211 2.76983 2.31970  -0.20
C: -0.30213 3.86712 3.10663  -0.47
N: 0.65673 4.71302 2.76515  -0.64
C: 1.28703 4.47842 1.61846  -0.56
C: 0.94555 3.39196 0.83233  -0.57
N: -0.01516 2.54626 1.17048  0.64
C: -4.25477 1.15781 5.42994  1.05
C: -5.28631 0.26545 5.72623  -0.55
C: -6.04007 0.44103 6.87410  -0.39
N: -5.85206 1.43266 7.73860  -0.62
C: -4.87851 2.29181 7.45641  -0.42
C: -4.06658 2.19922 6.33887  -0.55
H: -3.28920 -4.41136 -0.82010  0.42
H: -1.15741 -3.07092 -0.80782  0.11
H: -4.96656 -1.76831 1.81631  0.61
H: -4.13603 -0.94347 3.67158  0.63
H: -2.39175 2.88309 4.41407  0.29
H: -0.79013 4.08065 4.04943  0.41
H: 2.06970 5.17173 1.33943  0.42
H: 1.45880 3.19499 -0.10471  0.53
H: -5.52833 -0.55968 5.07272  0.33
H: -6.84104 -0.25081 7.11014  0.37
H: -4.73961 3.09994 8.16609  0.38
H: -3.29311 2.94029 6.19885  0.33
C: 2.03430 -2.67532 -2.09805  -1.37
N: 2.41398 -1.40069 -1.46661  0.55
P: 2.46512 0.00452 -2.45213  -0.13
C: 3.77655 -0.56789 -3.61154  0.38
C: 5.07262 -0.49725 -3.09670  -0.44
C: 6.14245 -1.01057 -3.81105  -0.61
C: 5.92985 -1.59486 -5.05249  -0.50
C: 4.64837 -1.65175 -5.57787  -0.69
C: 3.57388 -1.13967 -4.86228  -0.27
C: 0.96498 -0.05568 -3.49706  0.80
C: -0.20383 -0.68592 -3.08241  -0.49
C: -1.36543 -0.58999 -3.83393  -0.97
C: -1.37717 0.16226 -4.99800  -0.60
C: -0.22780 0.82609 -5.40214  -0.79
C: 0.93580 0.71961 -4.65684  -0.84
P: 1.96233 -1.06448 0.20911  0.86
C: 3.55722 -0.35080 0.83380  0.39
C: 4.43238 -1.00749 1.69850  -0.51
C: 5.61467 -0.40446 2.10682  -0.69
C: 5.93727 0.87333 1.67939  -0.59
C: 5.03937 1.57143 0.88694  -0.89
C: 3.85338 0.97268 0.49020  -0.14
C: 2.10367 -2.76620 0.87034  -0.19
C: 1.09318 -3.22283 1.71091  -0.64
C: 1.13383 -4.51632 2.21885  -0.57
C: 2.18007 -5.35745 1.88130  -0.64
C: 3.19511 -4.90863 1.04260  -0.79
C: 3.15967 -3.61871 0.54169  -0.18
H: 1.59197 -2.51249 -3.07818  0.53
H: 1.32003 -3.23063 -1.48839  0.41
H: 2.91201 -3.31261 -2.23186  0.24
H: 5.23118 -0.04598 -2.12266  0.31
H: 7.14230 -0.95086 -3.39962  0.42
H: 6.76247 -2.00725 -5.60796  0.37
H: 4.47895 -2.10147 -6.54816  0.41
H: 2.57734 -1.19160 -5.28219  0.32
H: -0.21382 -1.23148 -2.14679  0.69
H: -2.26069 -1.10489 -3.50787  0.44
H: -2.28712 0.24996 -5.57612  0.44
H: -0.23826 1.43389 -6.29772  0.41
H: 1.83428 1.24239 -4.96715  0.54
H: 4.20031 -1.99450 2.07044  0.39
H: 6.28660 -0.93955 2.76620  0.43
H: 6.87201 1.32786 1.98161  0.39
H: 5.25665 2.58852 0.58440  0.45
H: 3.14500 1.54191 -0.09132  0.21
H: 0.27525 -2.55658 1.95932  0.30
H: 0.34322 -4.86244 2.87286  0.44
H: 2.20764 -6.36896 2.26639  0.38
H: 4.01541 -5.56495 0.78127  0.42
H: 3.94972 -3.26476 -0.10960  0.62
Te: -3.76969 2.35792 -1.36052  0.05
C: -4.53181 3.45587 -2.95602  -0.14
C: -5.67608 4.20317 -2.98409  -0.43
C: -5.93395 4.82548 -4.23575  -0.44
C: -4.98224 4.54960 -5.16581  -0.48
S: -3.76393 3.52507 -4.50770  -0.10
H: -6.31846 4.30431 -2.12046  0.37
H: -6.79414 5.45097 -4.43320  0.33
H: -4.91668 4.88074 -6.19039  0.37

---

C47H38CsN9O4 as an isolated structure in a non-equilibrium geometry, computed with ωB97M-V with the def2-TZVPD basis set.

E: -2627.63623 Eh
E_HOMO: -1.75 eV
Charge: -2
E_LUMO: 3.571 eV

Last column: Mulliken charge in e.
Atoms and positions in Å:
Cs: -0.18542 -0.31917 -0.61575  1.37
O: 2.69167 -0.57299 -0.76499  -0.48
C: 3.67026 -0.88322 -1.44584  -0.03
C: 4.88821 -1.41904 -0.89162  -0.32
C: 6.07923 -1.44146 -1.57324  -0.34
C: 6.18734 -0.89255 -2.88955  -0.63
C: 5.06938 -0.39299 -3.51518  -0.46
C: 3.79636 -0.58665 -2.92218  0.48
C: 2.62799 -0.38204 -3.76399  -0.50
N: 1.56159 -1.08514 -3.62114  -0.31
C: 0.51368 -0.70861 -4.56018  -0.51
C: -0.68386 -1.63150 -4.47243  -0.43
N: -1.92254 -0.88447 -4.18203  -0.30
C: -3.01029 -1.46782 -3.92133  -0.59
C: -4.08409 -0.67870 -3.33781  0.43
C: -5.26800 -0.86845 -3.95896  -0.18
C: -6.38572 -0.11879 -3.51168  -0.75
C: -6.16801 0.89858 -2.59308  -0.39
C: -4.93151 1.15377 -1.99196  -0.81
C: -3.82637 0.35569 -2.33140  0.16
O: -2.74099 0.40320 -1.67719  -0.65
H: 4.85326 -1.88583 0.13052  0.28
H: 7.00976 -1.85344 -1.16987  0.34
H: 7.14375 -0.90501 -3.43034  0.28
H: 5.11694 0.04181 -4.55688  0.22
H: 2.81242 0.36227 -4.52938  0.31
H: 0.81814 -0.66893 -5.60917  0.35
H: 0.10263 0.30410 -4.31676  0.20
H: -0.46249 -2.41973 -3.71976  0.23
H: -0.77888 -2.21766 -5.43564  0.32
H: -3.22812 -2.56019 -4.11865  0.34
H: -5.40331 -1.59517 -4.77520  0.33
H: -7.39095 -0.34378 -3.74266  0.36
H: -6.98594 1.52570 -2.29153  0.35
H: -4.83471 1.89909 -1.24646  0.44
C: 1.32399 -3.79613 -0.48758  -0.58
O: 1.17908 -3.57692 0.92657  -0.04
C: 0.72953 -4.59826 1.73622  0.17
C: 0.68220 -5.99565 1.38052  -0.39
C: 0.14835 -6.97034 2.20169  -0.68
C: -0.51263 -6.58770 3.39409  -0.56
C: -0.57857 -5.22311 3.74754  -0.46
C: 0.02385 -4.23133 2.94105  0.26
N: -0.06429 -2.86204 3.18147  0.52
N: -0.55789 -2.58668 4.31941  -0.84
C: -1.19567 -1.36900 4.40260  -0.38
C: -1.76013 -0.72561 3.18420  0.87
O: -1.63241 -1.26233 2.06651  -0.73
C: -2.43947 0.51312 3.40802  -0.88
C: -2.62429 1.03675 4.64331  -0.73
C: -2.21465 0.37090 5.86518  0.83
C: -2.56188 0.88908 7.14570  -0.88
C: -2.02917 0.28688 8.26186  -0.30
C: -1.21206 -0.85885 8.09601  -0.65
C: -0.97395 -1.40930 6.83895  -0.54
C: -1.47785 -0.79602 5.69648  0.74
H: 0.44670 -4.32200 -0.87491  0.40
H: 2.15361 -4.44267 -0.79562  0.29
H: 1.51487 -2.82346 -0.92181  -0.06
H: 1.19879 -6.34774 0.44388  0.25
H: 0.19380 -8.01654 1.84949  0.33
H: -0.92829 -7.26972 4.11913  0.34
H: -1.07303 -4.90188 4.67899  0.36
H: -2.95247 0.91980 2.51780  0.48
H: -3.11350 1.99505 4.75798  0.31
H: -3.17221 1.78485 7.20009  0.35
H: -2.27013 0.67218 9.28643  0.28
H: -0.76650 -1.27146 9.01984  0.30
H: -0.33155 -2.27207 6.75786  0.42
N: -1.57032 4.21405 -2.93417  0.14
C: -1.08190 3.20174 -2.27303  -0.74
N: 0.05476 3.18815 -1.62794  -0.18
C: 0.78900 4.27384 -1.61656  0.53
N: 1.76216 4.53294 -0.72336  -0.73
N: 2.22871 3.49535 -0.06614  -0.27
C: 1.60149 2.84658 0.84569  -0.39
C: 2.23089 1.75661 1.55959  0.60
C: 3.60230 1.64031 1.84309  -0.68
C: 4.02060 0.49752 2.52310  -0.60
C: 3.02840 -0.51995 2.80927  -0.73
C: 1.69656 -0.31311 2.33928  0.29
N: 1.29811 0.78399 1.74007  -0.13
C: 0.41593 5.38266 -2.42109  0.56
C: 1.18254 6.54263 -2.51349  -0.24
C: 0.81988 7.61296 -3.35993  -0.72
C: -0.39356 7.56175 -3.99250  -0.29
C: -1.21722 6.43222 -3.88029  -0.67
C: -0.85150 5.37665 -3.05411  0.03
H: -2.43569 4.11537 -3.47225  0.29
H: -1.71964 2.32840 -2.18509  0.57
H: 0.53076 2.99564 1.07839  0.42
H: 4.36263 2.37687 1.59247  0.40
H: 5.04172 0.38009 2.84366  0.40
H: 3.19573 -1.42953 3.37860  0.46
H: 0.90699 -1.05480 2.46106  0.49
H: 2.12284 6.48000 -1.95805  0.44
H: 1.54743 8.43262 -3.53720  0.31
H: -0.78184 8.38005 -4.61685  0.33
H: -2.19138 6.37571 -4.41778  0.28